ORCA calculation (the ωB97M-V functional and the def2-TZVPD basis) on C25H73AsF6O11 as an isolated structure at a distorted geometry.

Each line ends with the Mulliken charge.
Positions of all 116 atoms, in Å:
O -1.38707 1.54640 3.00449  -0.185
H -0.70701 2.22355 2.98006  0.409
H -1.71607 1.41079 3.89611  0.471
H -2.12122 1.74178 2.41759  0.285
As 0.41838 -0.28946 0.55459  2.379
F -1.08786 -0.90051 1.28920  -0.683
F 1.11882 -0.12099 2.22305  -0.633
F 1.95970 0.25497 -0.22209  -0.177
F -0.32916 -0.39981 -1.08134  -0.117
F -0.10458 1.38900 0.74275  -0.470
F 0.94680 -1.97294 0.31779  -0.433
C 2.47888 2.60029 -2.48498  -0.804
C 1.62077 3.23458 -1.36052  0.906
O 1.54417 4.62177 -1.60291  -0.661
H 3.52890 2.89121 -2.45436  0.292
H 2.12643 2.93221 -3.46156  0.425
H 2.34926 1.51806 -2.49326  -0.175
H 2.08787 3.01992 -0.39936  0.171
H 0.61256 2.82802 -1.28112  -0.451
H 0.92629 4.77803 -2.32083  0.367
C -2.00784 -3.57042 -4.18163  -1.207
C -1.19396 -3.07437 -3.00561  0.331
O -1.93301 -2.02410 -2.45393  -0.497
H -3.01225 -3.88276 -3.89580  0.282
H -1.58195 -4.37212 -4.78495  0.403
H -2.07340 -2.78520 -4.93478  0.132
H -0.22788 -2.74002 -3.38376  0.193
H -1.03440 -3.81044 -2.21768  0.183
H -1.36921 -1.36692 -2.03939  0.163
C 2.88618 -1.42354 -3.05382  -0.421
C 3.19770 -2.56542 -2.01360  -0.072
O 1.96943 -3.28141 -1.78261  -0.575
H 2.71128 -1.79109 -4.06496  0.409
H 3.80273 -0.83394 -3.07386  0.403
H 2.09486 -0.75149 -2.72175  -0.362
H 3.62749 -2.22895 -1.07011  -0.161
H 3.90375 -3.31680 -2.36719  0.425
H 1.51048 -2.75735 -1.12206  0.157
C 5.34142 1.33185 -0.79649  -0.849
C 4.84272 0.87954 0.59294  0.331
O 3.84055 1.67870 1.16018  -0.626
H 5.42138 2.41506 -0.88790  0.276
H 4.51447 1.04760 -1.44722  -0.179
H 6.25564 0.84730 -1.13930  0.429
H 5.72343 0.95804 1.23034  0.524
H 4.52082 -0.15994 0.52987  -0.207
H 3.05451 1.52487 0.63095  -0.069
C -3.92241 -3.80114 1.61364  -0.977
C -3.08462 -3.56762 0.34226  0.559
O -3.90289 -3.41326 -0.79432  -0.628
H -3.27218 -3.74410 2.48660  -0.001
H -4.38084 -4.78445 1.50859  0.384
H -4.62215 -2.98606 1.79833  0.283
H -2.37911 -4.39120 0.23238  0.360
H -2.45209 -2.70833 0.56501  -0.313
H -3.33933 -3.05774 -1.48541  0.340
C -4.84324 0.30432 0.74024  -1.548
C -3.56877 1.05097 0.38068  1.884
C -3.65645 1.92667 -0.88594  -1.402
O -3.42056 1.97553 1.44730  -0.762
H -5.25368 -0.21349 -0.12666  0.400
H -5.62710 0.98504 1.07234  0.326
H -4.60511 -0.47107 1.46836  0.255
H -2.75840 0.32493 0.31534  -0.676
H -3.84669 1.29990 -1.75718  0.232
H -2.70688 2.41856 -1.09680  0.151
H -4.44214 2.68069 -0.83848  0.585
H -4.11237 2.61758 1.27188  0.442
C 4.02578 -0.55417 3.98141  -1.369
C 3.44391 -1.94516 3.83164  1.660
C 3.69745 -2.52670 2.42349  -0.965
O 4.03343 -2.77175 4.81240  -0.635
H 3.64261 0.07688 3.17950  0.149
H 5.10310 -0.54625 3.81586  0.390
H 3.72457 -0.03489 4.89120  0.362
H 2.36270 -1.86696 3.94558  -0.641
H 3.29401 -3.53929 2.42656  0.438
H 4.76839 -2.51953 2.22064  0.395
H 3.21932 -1.99714 1.59944  -0.277
H 3.56244 -3.60821 4.82302  0.372
C -1.50770 4.61144 0.03137  -0.655
C -0.79719 5.91375 0.45948  0.531
C -1.49991 6.62801 1.61264  -1.535
O 0.51923 5.54689 0.85535  -0.643
H -1.44942 3.83514 0.79431  0.085
H -1.13530 4.21545 -0.91341  -0.011
H -2.56174 4.81173 -0.16094  0.487
H -0.72638 6.57214 -0.40632  0.275
H -2.57316 6.67625 1.42850  0.356
H -1.18071 7.65239 1.80462  0.381
H -1.30399 6.12869 2.56153  0.317
H 0.97723 5.21950 0.07776  0.402
C -1.96132 0.98948 -5.90472  -1.406
C -1.66748 1.52450 -4.49464  1.000
C -0.30484 1.02148 -3.94877  -0.621
O -1.66059 2.93717 -4.50095  -0.565
H -2.94440 1.36943 -6.18272  0.404
H -1.92588 -0.09768 -5.97497  0.231
H -1.18590 1.42537 -6.53465  0.351
H -2.46515 1.21988 -3.81712  -0.201
H 0.50954 1.52106 -4.47345  0.483
H -0.18257 -0.05770 -4.04113  0.258
H -0.13419 1.25778 -2.89847  -0.442
H -2.60048 3.13172 -4.51977  0.402
C -0.14505 -2.48903 5.21114  -1.074
C -0.67050 -3.72992 4.51254  0.644
C -0.14950 -3.92735 3.12924  -0.966
O -0.35713 -4.86571 5.20563  -0.571
H -0.22858 -1.66236 4.50563  -0.108
H 0.87747 -2.60645 5.56996  0.340
H -0.79072 -2.32066 6.07303  0.533
H -1.75861 -3.71225 4.45097  0.066
H -0.59272 -4.75245 2.57167  0.492
H 0.92518 -4.10805 3.15167  0.298
H -0.35598 -3.05348 2.51133  0.002
H -0.72308 -4.69219 6.07602  0.354

The value obtained for the energy above the lowest of the compared OMol25 structures with the same formula, charge and spin is 24.0 kcal/mol. As for the LUMO energy: -1.37 eV. The HOMO-LUMO gap comes out at 8.14 eV. Its multiplicity is 1. As for the maximum force: 3.17 eV Å⁻¹.

---

ORCA calculation (the ωB97M-V functional and the def2-TZVPD basis) on C25H73CrO12S11 as an isolated structure at a distorted geometry.

Each line ends with the Mulliken charge.
Positions of all 122 atoms, in Å:
Cr 2.88801 1.86934 -0.72153  1.156
C 1.29002 -1.21829 -0.99627  -1.592
C 0.63877 0.05754 -0.75795  2.438
C -0.59485 -0.00311 0.22270  -0.669
O 1.51138 0.95205 -0.04170  0.311
H 0.59708 -1.81191 -1.60371  0.356
H 1.54178 -1.75489 -0.04779  -0.071
H 2.21486 -1.11934 -1.49690  0.431
H 0.32307 0.48183 -1.71859  -1.250
H -0.13441 -0.45719 1.10879  -0.060
H -1.28383 -0.76845 -0.20882  0.116
H -1.04798 0.94880 0.48843  0.071
C -0.29152 4.45084 -2.81191  -1.408
S 0.14726 3.26376 -1.53726  1.413
O 1.68620 3.44683 -1.40496  -0.676
C -0.52183 3.94248 0.01337  -0.947
H 0.04742 3.98113 -3.75262  0.281
H 0.10976 5.36749 -2.54701  0.613
H -1.39294 4.47204 -2.78865  0.345
H -0.17717 3.23985 0.82292  -0.053
H -1.60467 3.88062 0.00282  0.247
H -0.09779 4.92505 0.11075  0.570
C -4.79175 -2.65875 -3.16963  -1.137
S -2.94378 -2.33853 -3.53691  0.685
O -2.36395 -2.19915 -2.20698  -0.631
C -2.44853 -4.00604 -4.20429  -1.181
H -5.21414 -3.54515 -3.56318  0.471
H -5.26841 -1.77295 -3.51053  0.318
H -4.85349 -2.65391 -2.06777  0.305
H -2.82036 -4.17615 -5.24014  0.374
H -2.76372 -4.80390 -3.55088  0.420
H -1.36351 -4.06577 -4.27674  0.341
C 6.06410 -0.63263 1.30285  -1.442
S 4.42683 0.04649 1.33461  0.878
O 4.11877 0.34045 -0.11163  -0.125
C 3.63456 -1.47955 1.64479  -0.698
H 6.40218 -0.91583 2.24650  0.510
H 6.73822 0.20208 1.03570  0.432
H 6.11378 -1.45939 0.61355  0.333
H 3.68405 -2.05712 0.67451  0.118
H 2.62717 -1.30955 1.99997  -0.150
H 4.10571 -1.91561 2.49670  0.739
C 2.14114 4.24025 2.37163  -0.286
S 3.39264 2.96725 2.46041  0.658
O 3.85910 2.74237 1.05788  -0.933
C 4.58185 3.89734 3.41213  -1.490
H 2.57151 5.23148 2.46156  0.465
H 1.36255 3.92747 3.09784  0.354
H 1.79437 4.08636 1.35855  -0.347
H 5.42805 3.25517 3.64090  0.389
H 4.05809 4.21796 4.29467  0.459
H 4.94597 4.75722 2.90283  0.456
C 2.09400 2.02195 6.31170  -0.622
S 0.59021 1.79753 5.27541  0.393
O 0.48580 3.05047 4.48950  -0.685
C 1.07379 0.42518 4.17570  -0.274
H 2.54809 1.02556 6.52410  0.335
H 1.73665 2.53028 7.24199  0.347
H 2.86260 2.58705 5.74647  0.012
H 1.72240 0.85334 3.38514  -0.227
H 0.16791 0.11814 3.69262  0.307
H 1.66845 -0.36321 4.69038  0.342
C -0.48079 -0.39494 -5.92458  -1.206
S -0.28854 0.74501 -4.50508  0.855
O 0.33954 1.93997 -5.20593  -0.738
C -2.02761 1.30674 -4.33184  -0.633
H -1.27871 -1.11642 -5.77226  0.293
H 0.49959 -0.84907 -6.10652  0.334
H -0.75706 0.33699 -6.71203  0.427
H -1.95296 2.22277 -3.80366  0.044
H -2.70017 0.55693 -3.94904  0.049
H -2.37766 1.53279 -5.36213  0.489
C -8.13698 0.80853 3.23963  -1.018
S -7.30470 1.55850 1.89697  0.588
O -6.71866 0.39215 1.17509  -0.601
C -8.74326 1.97666 0.87511  -0.898
H -8.43618 -0.13616 2.88756  0.337
H -9.00475 1.32354 3.64202  0.381
H -7.43970 0.69119 4.04146  0.343
H -9.16573 0.98678 0.56333  0.278
H -8.38203 2.34279 -0.07653  0.319
H -9.44608 2.67792 1.35329  0.381
C 3.03984 -0.35244 -4.49299  -1.383
S 2.61852 1.12316 -3.49585  1.329
O 3.60029 1.30668 -2.33246  -0.966
C 3.11677 2.43882 -4.66135  -1.328
H 4.05357 -0.61706 -4.27421  0.504
H 2.92556 0.10855 -5.47009  0.552
H 2.35052 -1.18901 -4.34538  0.255
H 4.15117 2.21104 -5.05941  0.445
H 3.18715 3.38875 -4.08866  0.330
H 2.41287 2.55824 -5.48629  0.415
C 3.83949 -5.30766 -1.55912  -0.938
S 4.70210 -5.21223 -0.01278  0.320
O 5.05774 -3.75024 0.24892  -0.512
C 3.36048 -5.80105 1.02586  -0.915
H 4.38466 -4.64321 -2.18875  0.351
H 2.83965 -4.83105 -1.45637  0.206
H 3.56337 -6.31392 -1.73311  0.454
H 2.49979 -5.14513 1.10398  0.257
H 3.77453 -6.11905 1.98564  0.331
H 2.98668 -6.65476 0.49697  0.435
C 0.67610 -3.29888 6.14722  -0.946
S -0.08293 -3.42563 4.53720  0.411
O 0.89282 -2.74095 3.61722  -0.459
C 0.13662 -5.18047 4.34144  -1.150
H 1.75183 -3.27021 5.99491  0.284
H 0.36705 -4.16452 6.73439  0.410
H 0.41185 -2.34558 6.66091  0.275
H 1.16093 -5.44132 4.41056  0.324
H -0.15639 -5.45848 3.38913  0.377
H -0.43915 -5.70073 5.05750  0.469
C -4.67211 0.18177 -1.25033  -0.499
S -3.82947 1.60707 -0.43602  0.456
O -2.84930 2.16891 -1.42033  -0.503
C -5.23286 2.64467 -0.57347  -0.615
H -3.89140 -0.57599 -1.35091  -0.215
H -4.90421 0.41896 -2.32561  0.279
H -5.53964 -0.08935 -0.65619  0.543
H -6.05753 2.11602 -0.10406  -0.200
H -5.40742 2.73592 -1.65441  0.342
H -5.01461 3.60298 -0.08455  0.414

As for the LUMO energy (alpha / beta): -4.36 / -3.39 eV. The HOMO-LUMO gap (alpha / beta) comes out at 8.25 / 9.22 eV. As for the total charge: +2. Its multiplicity is 4. As for the maximum force: 3.42 eV Å⁻¹.

---

ORCA calculation (the ωB97M-V functional and the def2-TZVPD basis) on a 10-piece molecular cluster, C25H73N17O13 overall at a distorted geometry.

Each line ends with the Mulliken charge.
Positions of all 128 atoms, in Å:
C 7.91771 -2.50667 2.15948  -0.774
O 7.18076 -2.01939 1.10467  -0.322
C 5.82841 -2.28070 1.24684  -0.494
C 4.96959 -1.82280 0.09467  -0.887
N 5.47782 -2.32567 -1.20019  -0.253
C 5.16147 -3.76514 -1.35443  -0.542
C 5.55723 -4.28166 -2.76269  -0.535
O 6.98248 -4.44854 -2.69733  -0.410
C 7.77610 -3.35447 -2.99560  -0.879
H 7.70940 -1.82233 2.98191  0.302
H 8.99651 -2.51941 2.00419  0.259
H 7.69057 -3.53755 2.43113  0.329
H 5.47131 -1.60719 2.02593  0.432
H 5.50721 -3.27512 1.55676  0.402
H 4.99271 -0.73307 0.08786  0.369
H 3.91350 -2.02691 0.27102  0.396
H 6.48774 -2.33413 -1.21008  0.183
H 4.11220 -3.92621 -1.10707  0.537
H 5.67326 -4.38980 -0.62233  0.256
H 5.06725 -3.66091 -3.51282  0.326
H 5.24163 -5.30448 -2.96847  0.336
H 8.54992 -3.54934 -3.73811  0.312
H 8.33822 -2.86455 -2.20056  0.281
H 7.23797 -2.57287 -3.53193  0.379
C -1.16781 -4.89327 -2.97582  -0.723
O -0.49563 -6.05990 -3.47724  -0.250
C -1.23180 -7.33713 -3.22712  -0.677
C -1.96295 -8.00153 -4.40775  -0.572
N -1.23404 -8.22609 -5.64545  -0.386
C -0.52356 -7.05025 -6.12746  -0.185
C -0.46448 -7.02289 -7.69897  -0.687
O -0.04487 -5.81211 -8.38102  -0.324
C 0.35999 -5.91431 -9.72071  -0.838
H -2.22488 -4.78510 -3.21875  0.306
H -0.70829 -4.02558 -3.44916  0.206
H -0.95089 -4.75178 -1.91703  0.302
H -1.97371 -7.42432 -2.43334  0.407
H -0.46908 -8.04749 -2.90818  0.357
H -2.78049 -7.30395 -4.58968  0.373
H -2.33695 -8.97304 -4.08463  0.436
H -1.75960 -8.48039 -6.46960  0.233
H 0.48440 -6.94127 -5.72715  0.191
H -0.99855 -6.13004 -5.78732  0.186
H -1.43773 -7.37924 -8.03648  0.281
H 0.15453 -7.85281 -8.03981  0.397
H -0.27994 -6.47983 -10.39803  0.328
H 1.31617 -6.34664 -10.01549  0.341
H 0.45705 -4.93509 -10.18956  0.293
C 0.64719 8.74637 3.58907  -0.516
O -0.71823 8.56674 3.08494  -0.417
C -1.49346 7.58593 3.69084  -0.509
C -2.03168 7.98420 5.12618  -0.699
N -1.90136 6.95159 6.13756  -0.179
C -2.08100 7.41747 7.47277  -0.549
C -2.21480 6.37838 8.53745  -0.555
O -2.51603 7.09638 9.77086  -0.335
C -3.69806 6.71475 10.39249  -0.693
H 1.05711 7.83023 3.16391  0.227
H 0.56779 8.81826 4.67380  0.229
H 1.14667 9.62745 3.18620  0.211
H -0.94406 6.66883 3.90341  0.273
H -2.25577 7.26774 2.97968  0.388
H -3.07971 8.22808 4.95220  0.304
H -1.61739 8.89233 5.56409  0.528
H -2.58974 6.26447 5.86535  0.202
H -3.01065 7.96829 7.61577  0.287
H -1.28062 8.11636 7.71581  0.290
H -1.25119 5.88754 8.67397  0.235
H -2.98744 5.63978 8.32390  0.432
H -3.74483 7.32528 11.29426  0.242
H -3.71273 5.65281 10.63778  0.289
H -4.52341 6.96289 9.72519  0.317
N 2.19409 0.48395 -4.20597  -0.327
C 1.48561 0.24316 -5.27822  0.722
N 1.48889 -0.97044 -5.61926  -0.329
O 0.91161 1.07545 -5.89641  -0.666
H 2.65759 -0.31472 -3.79683  0.107
H 2.28589 1.41973 -3.83722  0.197
H 1.99961 -1.64534 -5.06812  0.116
H 1.00937 -1.24869 -6.46351  0.182
N -6.20730 -3.91808 1.66752  -0.373
C -6.80999 -5.08864 1.81710  0.639
N -6.13601 -5.87782 2.70055  -0.384
O -7.86768 -5.41816 1.27958  -0.633
H -5.21664 -3.89071 1.86229  0.171
H -6.64762 -3.08819 1.29669  0.218
H -6.32964 -6.85537 2.86488  0.210
H -5.26748 -5.55660 3.10376  0.154
N 3.73433 2.91355 5.02003  -0.377
C 3.05003 4.00949 4.84570  0.669
N 2.55081 4.55837 5.98402  -0.376
O 2.84905 4.35247 3.69179  -0.662
H 4.06589 2.32043 4.27279  0.199
H 3.84152 2.68475 5.99791  0.146
H 2.04794 5.42716 5.87258  0.207
H 2.53449 4.08560 6.87639  0.189
N -7.19962 -2.58393 -3.45103  -0.376
C -7.54589 -1.34128 -3.30815  0.686
N -7.90321 -0.74843 -4.42257  -0.425
O -7.74932 -0.88107 -2.18387  -0.672
H -6.94231 -3.19936 -2.69266  0.210
H -7.22863 -3.04547 -4.34895  0.150
H -8.57104 -0.02899 -4.18485  0.227
H -7.54222 -1.06060 -5.31269  0.199
N -2.21273 1.59131 -0.64042  -0.382
C -1.23881 1.64230 0.21324  0.686
N -0.45740 2.66281 -0.08151  -0.345
O -1.06241 0.77231 1.09756  -0.713
H -2.14524 2.17061 -1.46501  0.173
H -2.77254 0.75079 -0.62477  0.220
H -0.57607 3.13329 -0.96734  0.151
H 0.24580 2.95181 0.58339  0.212
N 1.87131 5.94348 -5.37670  -0.360
C 0.95355 6.47680 -4.68230  0.611
N 1.28908 7.68773 -4.29025  -0.430
O -0.03450 5.97079 -4.35050  -0.608
H 2.64432 6.54377 -5.62612  0.151
H 1.77025 5.03735 -5.81127  0.231
H 2.04940 8.26752 -4.61558  0.179
H 0.50903 8.00585 -3.73309  0.226
N -1.16086 0.09773 5.96447  -0.408
C -2.13333 0.78153 6.55362  0.621
N -2.55182 1.59553 5.64063  -0.373
O -2.46055 0.75148 7.71222  -0.652
H -0.90060 0.01386 4.99218  0.178
H -0.74808 -0.53347 6.63624  0.210
H -3.47883 1.90342 5.89743  0.240
H -2.27555 1.48000 4.67603  0.184

The value obtained for the energy above the lowest of the compared OMol25 structures with the same formula, charge and spin is 180.9 kcal/mol. As for the LUMO energy: -0.03 eV. The HOMO-LUMO gap comes out at 8.68 eV. The SMILES is COCCNCCOC.COCCNCCOC.COCCNCCOC.NC(N)=O.NC(N)=O.NC(N)=O.NC(N)=O.NC(N)=O.NC(N)=O.NC(N)=O. Its multiplicity is 1. As for the maximum force: 7.17 eV Å⁻¹.